No. 1
C18H21O2 | wB97M-V/def2-TZVPD

```
41
Properties=species:S:1:pos:R:3:forces:R:3
H -1.781928 -1.843922 2.306968 0.14 -0.05 -0.05
C 3.018539 0.773385 -0.239559 0.30 0.30 -0.01
C -1.595850 -2.425942 -1.082286 -0.06 0.11 -0.26
H -1.960250 -1.908940 -1.973398 0.13 -0.05 0.03
H -3.316033 0.689280 0.204179 -0.41 -0.36 0.03
C 3.505326 -0.532271 -0.247311 0.58 0.18 0.00
C -4.003624 -0.155174 0.244559 -0.93 0.37 0.02
O -0.220618 -0.231689 -0.021402 -1.54 -0.12 0.20
C -5.378025 0.117924 0.296631 0.13 -0.59 0.02
H 1.583309 4.082506 -1.142627 0.02 -0.24 0.23
H 3.756729 5.337690 -0.274399 0.25 -0.25 0.01
H 5.277441 4.265335 -0.277765 -0.08 0.06 -0.01
C -2.016221 -1.672648 0.167792 -1.15 -0.92 0.11
H -0.397293 -2.458722 1.342737 -0.09 0.02 0.10
C -4.475616 -2.525013 0.292152 0.23 0.50 -0.01
H 1.236474 2.601905 -0.199016 0.49 0.75 -0.02
H -5.679056 1.161591 0.294958 -0.18 -0.20 0.01
H -7.376064 -0.712383 0.389366 0.29 -0.08 -0.01
C 3.369205 3.262356 -0.256198 0.51 1.62 -0.01
H -4.127782 -3.561424 0.291335 -0.11 0.31 -0.01
H 1.935719 0.898314 -0.218687 0.44 0.02 -0.02
C 4.890374 -0.765987 -0.263853 -0.33 0.25 0.01
H 2.779349 -1.347495 -0.239224 0.35 0.12 0.00
C -6.307854 -0.927151 0.348138 0.45 0.05 -0.02
C 3.887461 1.892173 -0.255620 0.26 -1.36 0.01
H -1.906938 -3.393405 1.464063 0.07 0.21 -0.10
H -0.507308 -2.509309 -1.108247 -0.12 0.01 -0.10
O -1.554451 -0.303114 0.121794 2.80 0.11 -0.23
C -5.849568 -2.255118 0.346320 0.36 0.31 -0.01
C 4.200100 4.339121 -0.270839 -1.29 -0.75 0.03
H -6.565563 -3.078809 0.386746 0.26 0.25 -0.01
C -1.485268 -2.383710 1.403784 -0.03 0.18 0.22
H 6.850391 0.161442 -0.277532 -0.31 0.04 -0.01
H 5.981049 2.468676 -0.281435 -0.15 -0.32 0.01
C -3.537924 -1.464836 0.238767 -0.27 -0.26 -0.02
H 1.614998 4.147887 0.621409 -0.01 -0.24 -0.21
C 1.865220 3.516112 -0.242564 -0.19 -0.10 -0.01
C 5.278347 1.637094 -0.270344 -0.33 -0.50 0.01
H 5.269711 -1.792413 -0.270581 -0.08 0.42 0.01
H -2.028672 -3.432715 -1.078060 0.07 0.21 0.09
C 5.772181 0.329394 -0.270747 -0.46 -0.02 -0.01
```
Forces are in eV/Å.

expectation value of S² = 0.75
HOMO-LUMO gap (alpha / beta) = 8.87 / 7.12 eV
spin multiplicity = 2
net charge = 0

The net atomic charges from Löwdin, expressed in e, are: 0.101 -0.032 -0.010 0.101 0.118 -0.082 -0.026 0.020 -0.068 0.085 0.066 0.043 -0.514 0.086 -0.028 0.058 0.102 0.101 -0.298 0.111 0.067 -0.091 0.098 -0.088 -0.183 0.093 0.084 -0.119 -0.082 0.050 0.103 -0.007 0.100 0.095 -0.151 0.083 -0.056 -0.035 0.099 0.093 -0.085

---

No. 2
C20H30N2O8P2RuS3 | wB97M-V/def2-TZVPD

```
66
Properties=species:S:1:pos:R:3:forces:R:3
O 1.692380 3.708163 0.746613 0.03 -0.08 0.00
H 4.336248 0.078199 3.003565 0.00 0.02 -0.01
Ru -0.378612 -0.074302 -0.037371 0.13 -0.68 -0.75
S -2.276833 0.923423 1.006230 0.05 0.29 0.02
H 2.814602 -5.690966 0.814051 0.00 0.00 0.00
H 3.609645 -4.999895 -1.437634 0.00 0.00 0.00
H 2.481647 -0.920596 -2.853782 0.02 -0.02 0.02
H 2.832713 -0.285217 -1.221736 -0.02 0.03 0.01
H -4.183630 2.773880 -0.245510 -0.01 -0.01 0.01
H -5.159723 2.812547 -2.516276 -0.01 -0.02 0.01
C -3.107502 0.957437 -0.548437 0.01 -0.16 -0.09
H -1.057608 -2.941319 -1.320146 -0.03 -0.04 -0.05
C -3.969395 1.972173 -0.943571 -0.03 -0.02 0.03
C 2.430506 -4.790205 0.351102 0.02 -0.02 0.01
H -1.996138 -2.411176 -2.701611 -0.01 0.10 -0.06
C 2.241020 -0.130327 3.397150 -0.12 0.00 0.09
C 3.426635 0.671977 2.887607 0.02 -0.05 -0.09
H 3.563193 1.594232 3.451224 -0.01 0.01 -0.01
C 1.497469 -4.020469 1.018840 -0.04 -0.01 0.00
C -2.959771 -1.999375 -0.185843 0.09 0.02 -0.01
H -1.794586 3.677537 -0.595649 -0.05 -0.09 0.03
C 0.987591 -2.846162 0.453724 0.07 0.00 -0.10
O -0.813040 3.336835 -3.067648 0.07 0.01 -0.03
H 2.253427 -0.262687 4.482806 0.04 0.02 0.00
C 2.059853 -0.429921 -1.971441 0.01 0.05 -0.04
H -2.413720 -2.749437 0.375813 0.00 -0.03 -0.02
O 3.430587 2.279189 -0.398205 0.01 -0.01 -0.02
C -4.521537 1.988521 -2.221389 -0.01 0.09 0.02
H 2.205547 -1.124740 2.946971 -0.03 0.02 -0.03
N -1.999812 -1.153156 -0.963242 -0.19 -0.06 -0.01
H -1.079996 2.615231 4.404909 0.00 -0.02 -0.02
C -0.045271 -1.482612 -2.488174 0.05 0.00 0.02
C -0.401177 3.026939 3.658108 -0.03 0.01 -0.04
O 1.199339 1.263953 0.353213 -0.12 -0.32 0.29
H 3.330827 0.927448 1.832111 0.01 -0.02 0.02
H -3.514576 -1.368935 0.502203 0.04 -0.01 0.03
H 1.366869 2.192324 4.614393 0.00 0.02 0.00
H -0.239694 -0.518039 -2.953417 -0.01 -0.04 -0.06
H 2.739711 -2.938999 -2.451230 0.00 0.00 0.00
H -0.206958 4.074511 3.896517 -0.01 -0.01 0.02
H 0.370355 -2.164572 -3.238942 0.04 -0.06 0.06
S 0.571654 0.543449 3.109247 0.10 0.42 0.43
S -0.235775 -1.932410 1.315579 0.25 0.39 0.12
C -4.224434 0.989123 -3.125377 0.00 -0.06 -0.06
H -3.639822 -2.469364 -0.901538 -0.03 0.02 0.00
C 2.386341 -3.241529 -1.474257 -0.02 -0.01 -0.03
O -0.869318 3.427816 -0.503210 0.03 0.13 -0.11
H 1.603459 2.685760 2.913204 -0.03 -0.03 0.00
P 1.985510 2.441071 -0.200916 -0.03 0.19 -0.06
N 0.950341 -1.225349 -1.403166 -0.10 0.19 -0.11
O 1.255539 2.903315 -1.590678 0.00 0.02 0.15
C -3.384005 -0.056742 -2.745232 -0.02 0.00 0.02
H 1.669958 0.535329 -2.275356 0.01 0.00 0.01
H -4.625708 1.019825 -4.129763 0.01 0.00 0.00
O -0.514931 1.194541 -1.710254 -0.57 -0.28 0.12
P -0.326417 2.691419 -1.843795 0.34 0.29 0.01
H 1.144712 -4.312800 2.000542 0.00 0.00 0.00
H -3.148280 -0.837843 -3.456644 0.01 0.01 0.00
H -0.903378 2.980870 2.688810 0.00 0.00 -0.01
C 2.877845 -4.405287 -0.906557 0.00 0.00 0.00
C 0.902959 2.249553 3.625093 0.15 -0.10 0.02
C -1.318480 -2.065254 -1.917532 0.03 0.00 0.10
C 1.453259 -2.457998 -0.804255 -0.05 -0.06 0.05
O -0.253928 -0.032447 4.214819 -0.06 -0.15 0.12
C -2.843860 -0.065808 -1.481206 0.02 0.07 0.00
H 0.736175 3.869352 0.766546 -0.03 0.01 -0.02
```
Forces are in eV/Å.

expectation value of S² = 0.76
HOMO-LUMO gap (alpha / beta) = 7.20 / 6.66 eV
energy above the lowest of the compared OMol25 structures with the same formula, charge and spin = 69.4 kJ/mol
spin multiplicity = 2
net charge = -1

The net atomic charges from Löwdin, expressed in e, are: -0.131 0.072 0.968 0.627 0.098 0.095 0.087 0.099 0.101 0.099 -0.615 0.112 -0.121 -0.101 0.119 -0.377 -0.128 0.067 -0.116 -0.104 0.068 -0.551 -0.268 0.084 -0.058 0.033 -0.271 -0.094 0.061 -0.283 0.070 -0.154 -0.145 -0.450 0.046 0.063 0.093 0.111 0.105 0.071 0.131 0.759 0.693 -0.089 0.101 -0.035 -0.167 0.059 0.198 -0.228 -0.252 -0.027 0.067 0.096 -0.413 0.218 0.100 0.105 0.035 -0.096 -0.395 -0.166 -0.266 -0.550 -0.307 0.050

---

No. 3
C2H3N3O4 | wB97M-V/def2-TZVPD

```
12
Properties=species:S:1:pos:R:3:forces:R:3
C -3.071850 0.487378 -1.107789 -1.01 1.25 0.76
O -2.340026 -0.367078 -1.272888 1.61 -2.04 -0.68
H 2.692048 0.384334 -0.995381 -0.18 0.32 1.36
N 0.108423 0.149713 1.332177 -1.23 0.22 3.20
O -3.805087 1.339430 -0.876174 -0.72 0.83 -0.07
N 0.403459 -1.020961 -0.688294 0.54 -0.30 0.83
N 2.715671 0.495720 0.060582 -2.99 -1.74 -1.06
O 0.222633 -0.489976 2.370312 0.22 0.28 -0.59
O -0.619771 1.099770 1.171755 -0.05 0.39 -0.24
H -0.490124 -1.494128 -0.526648 -0.09 0.47 -0.22
C 0.806882 -0.304562 0.230111 5.03 0.01 -3.52
H 3.377746 -0.279638 0.302236 -1.13 0.30 0.22
```
Forces are in eV/Å.

HOMO-LUMO gap (alpha / beta) = 9.16 / 9.16 eV
energy above the lowest of the compared OMol25 structures with the same formula, charge and spin = 293.1 kJ/mol
net charge = 0

The net atomic charges from Löwdin, expressed in e, are: -0.432 0.204 0.022 -0.401 0.231 0.187 0.060 0.109 0.121 0.077 -0.192 0.014

---

No. 4
C40H45IIrN3O3P | wB97M-V/def2-TZVPD

```
94
Properties=species:S:1:pos:R:3:forces:R:3
H 5.130327 0.148065 -2.464551 -0.03 0.04 -0.02
C -1.251862 -3.757866 1.922759 -0.17 -0.02 -0.15
C 1.398632 -2.131256 -2.641707 -0.13 0.01 -0.01
N -1.114875 -3.120465 0.661006 -0.42 0.40 0.81
C -0.623054 -0.198755 4.187101 0.04 0.02 -0.05
H -1.241766 -0.441690 -3.584247 0.02 0.01 0.04
O -1.721170 -3.388878 -1.446331 -0.60 0.78 0.22
C 1.577082 -1.683840 -4.980629 -0.03 0.03 -0.02
Ir -0.768877 -1.566169 -0.643425 2.41 -3.42 -1.25
C 1.076451 1.175116 2.052782 -0.16 -0.24 0.17
H 6.877688 0.123030 -0.892201 0.01 0.03 0.00
H -4.767185 4.682876 -0.671209 0.00 -0.01 0.00
H 4.284169 1.461524 -1.669255 0.00 -0.01 -0.02
H -0.858909 2.083716 1.593306 0.00 -0.03 -0.06
C 0.357951 -1.026970 -4.908496 0.03 -0.02 -0.05
H 6.454896 1.825454 -0.876077 0.03 -0.02 -0.02
C -3.177109 0.371817 -0.459743 -0.32 0.33 -0.05
C -0.478324 1.191791 2.092272 0.12 0.10 0.11
H 1.173680 -1.395532 4.395930 0.01 -0.04 -0.03
C -2.285136 -5.096932 0.278663 0.18 -0.04 -0.07
H 6.457603 1.373503 1.430014 0.02 -0.03 0.02
C -2.236612 -0.382590 -0.520230 -0.44 0.04 -0.31
N -8.189364 4.982166 -0.221448 0.08 -0.08 -0.01
C 0.747887 4.161870 -0.235140 0.00 -0.02 -0.09
C 6.083879 0.827489 -0.637234 -0.07 -0.06 0.02
C -6.587778 1.863588 -0.185015 0.00 -0.05 0.00
H -1.415334 -0.923803 3.995420 0.00 0.00 0.02
C -3.969471 2.690851 -0.599674 -0.01 0.05 0.03
H -2.045539 1.320895 3.560348 0.00 0.02 0.02
H -0.560699 -0.069178 5.269176 -0.02 -0.03 0.00
H 0.463682 5.095498 -2.163112 -0.04 0.02 0.01
I 3.938147 -3.206338 -3.833103 0.07 -0.05 0.01
N 0.231279 -1.485206 -2.583590 -0.62 1.22 0.01
C -1.704651 -3.870949 -0.286101 -0.32 -0.03 0.15
H 2.105934 -1.761387 -5.921044 0.01 0.01 0.01
H -2.137473 -6.010866 3.545953 -0.04 0.02 -0.01
C -0.288110 -0.942357 -3.691908 -0.01 -0.11 -0.03
C 0.006016 1.826599 -1.388126 0.07 0.15 -0.01
H -0.726569 1.931124 -0.587125 -0.01 -0.10 0.00
H 0.691096 2.960736 -3.075728 -0.03 -0.01 -0.03
H 0.518718 -1.380399 2.774251 0.01 -0.03 0.02
H 1.120864 5.127694 0.106475 0.00 -0.01 0.04
C -4.982441 3.630001 -0.547067 0.06 -0.01 -0.01
H 1.448420 2.202978 2.094588 0.01 -0.01 -0.01
H 1.771812 -2.560234 -1.719650 0.01 0.03 0.01
H 0.083320 3.791800 0.550760 0.01 0.02 0.00
C 4.329713 1.146460 1.135283 0.04 -0.11 0.00
C 0.704384 -0.755848 3.648897 -0.04 0.16 0.02
C 3.925923 -0.477467 -0.793605 0.00 0.18 0.06
H -7.614015 1.552076 -0.046305 0.01 0.00 0.04
H -4.030788 -7.952880 0.207607 0.02 -0.01 0.01
H 3.093848 -0.741456 -1.444782 0.00 -0.05 -0.04
C -0.114394 3.015430 -2.336514 0.01 0.05 0.12
C -0.969389 1.148963 3.536524 0.08 -0.05 0.00
C 2.105510 -2.243544 -3.826936 -0.06 -0.02 0.00
C -3.442572 -7.130945 0.592782 0.01 0.00 0.02
C 4.835821 0.534410 -1.487534 0.07 -0.05 0.10
H -1.055021 2.963434 -2.886866 0.02 0.00 -0.02
H 4.152452 1.287168 2.201818 -0.03 0.02 -0.01
C -1.988352 -5.043719 1.636383 0.06 0.05 0.05
H 4.151694 2.104939 0.646235 0.01 0.00 0.03
H 4.489450 -1.396099 -0.618916 -0.04 -0.03 0.00
H -5.787354 -0.122159 -0.093489 0.00 0.01 0.01
H 5.927696 -0.286443 1.225261 0.02 0.02 0.03
C -6.295232 3.215917 -0.336140 -0.13 0.14 0.00
H 2.081931 1.405467 -1.638035 0.02 0.03 -0.02
H -1.027195 4.710610 -1.327075 0.01 0.02 -0.02
C 3.398601 0.055020 0.568885 0.05 -0.04 -0.12
H -2.946603 3.000935 -0.777398 -0.03 0.01 0.03
H -0.226650 0.899039 -1.901610 -0.02 0.00 0.02
C -7.352599 4.195599 -0.274531 0.04 -0.03 -0.01
H 2.638904 -0.004775 3.053706 0.02 0.04 0.05
C 5.776925 0.735846 0.866947 -0.04 0.05 -0.05
C -0.025537 4.337073 -1.549240 0.04 -0.04 0.00
O -0.864629 -3.343855 2.974882 -0.04 -0.02 -0.03
P 1.651832 0.513544 0.466117 -0.31 -0.15 -0.01
H -0.884480 0.328324 1.564569 -0.04 0.01 -0.03
C 1.440649 1.773371 -0.828784 -0.13 -0.03 -0.07
H 2.496742 3.166814 0.515588 0.04 0.05 -0.02
O 0.927065 -0.828620 0.095276 0.46 1.26 0.56
H 3.369317 -0.782505 1.273572 0.08 -0.01 0.01
H -0.083220 -0.575565 -5.786379 -0.01 -0.03 0.02
C 1.919090 3.195977 -0.406331 -0.06 -0.05 0.01
C -2.387518 -6.043018 2.493586 0.01 -0.02 0.02
C 1.642576 0.382372 3.263266 -0.05 -0.04 -0.08
H 1.751837 1.068906 4.105858 0.02 0.04 -0.03
H -3.233860 -6.164365 -1.332779 -0.02 0.02 0.03
C -3.129035 -7.091475 1.948544 0.00 -0.01 -0.01
H -0.505852 1.969015 4.092981 -0.05 0.02 0.00
C -4.248508 1.333293 -0.421458 0.23 -0.16 0.00
H -3.473636 -7.889630 2.593441 0.01 0.02 -0.02
C -5.568003 0.929557 -0.218263 -0.07 0.00 -0.01
C -3.011479 -6.130328 -0.274366 0.02 -0.04 -0.04
H 2.586735 3.586615 -1.178307 0.03 -0.05 0.01
```
Forces are in eV/Å.

HOMO-LUMO gap = 6.83 eV
energy above the lowest of the compared OMol25 structures with the same formula, charge and spin = 38.3 kJ/mol
net charge = +1

The net atomic charges from Löwdin, expressed in e, are: 0.107 -0.359 -0.213 0.002 -0.175 0.127 -0.031 -0.098 1.424 -0.315 0.112 0.122 0.100 0.098 -0.018 0.113 -0.092 -0.185 0.120 -0.091 0.116 -0.248 0.164 -0.183 -0.177 -0.016 0.102 -0.021 0.116 0.113 0.113 0.975 -0.078 -0.432 0.111 0.129 -0.100 -0.212 0.082 0.117 0.080 0.120 -0.019 0.120 0.102 0.098 -0.180 -0.192 -0.191 0.124 0.114 0.059 -0.174 -0.176 -0.711 -0.045 -0.187 0.112 0.112 -0.079 0.099 0.121 0.120 0.119 -0.228 0.112 0.105 -0.335 0.098 0.054 -0.177 0.085 -0.178 -0.176 0.145 0.926 0.074 -0.314 0.081 -0.484 0.124 0.123 -0.172 0.019 -0.175 0.126 0.127 -0.038 0.116 -0.240 0.115 -0.017 0.018 0.126

---

Table of max |F| (eV Å⁻¹), in record order: 2.82, 1.02, 6.14, 4.37